ORCA calculation (ωB97M-V/def2-TZVPD) on a structure of composition C19H43OP3RuS2.

Summary:
Kohn-Sham gap (spin up / spin down): 4.7 / 2.6 eV
LUMO (spin up / spin down): -13.88 / -16.02 eV
multiplicity: 5
<S²>: 6.08
ΔE to the lowest compared entry with this formula, charge and spin: 665.7 kJ/mol
net charge: +4

Last column: Mulliken charge in e.
Element x y z (Å)
Ru: -0.2492 -1.2231 0.2269  -0.18
P: -2.0600 -2.3326 0.6411  0.78
P: 1.7853 -1.6934 1.4563  1.19
P: -1.4126 1.0270 -0.3247  1.24
H: 2.9323 0.5597 -1.7122  0.60
C: 3.0022 1.5036 -1.1549  -0.57
C: 2.2952 1.8043 -0.0758  0.00
H: 2.2396 1.0883 0.7566  -0.02
C: -1.9825 -3.4023 -0.8193  -1.07
C: -1.6780 -3.2587 2.1571  -1.21
C: -3.6800 -1.5785 0.7924  -1.01
C: 3.4130 -0.8492 1.3695  -1.35
C: 1.4668 -1.8051 3.2593  -1.23
C: 2.3180 -3.4472 1.1667  -1.47
C: -0.8172 2.6389 -1.0434  -1.62
C: -2.7309 1.7933 0.7616  -1.44
C: -2.4836 0.5578 -1.7779  -1.26
H: 3.7112 2.1654 -1.5984  0.33
H: 1.4414 2.4720 -0.0412  0.35
H: -2.8881 -4.0087 -0.8665  0.47
H: -1.0772 -4.0197 -0.7325  0.36
H: -1.9278 -2.7502 -1.7038  0.32
H: -2.3410 -4.1189 2.2513  0.53
H: -1.7646 -2.5730 3.0102  0.29
H: -0.6386 -3.6206 2.0912  0.47
H: -4.4499 -2.3537 0.7484  0.49
H: -3.8300 -0.8660 -0.0287  0.29
H: -3.7458 -1.0565 1.7516  0.34
H: 4.2348 -1.5247 1.6412  0.48
H: 3.4467 0.0039 2.0464  0.47
H: 3.5458 -0.4507 0.3585  0.35
H: 1.7248 -2.8077 3.6169  0.45
H: 0.4201 -1.5824 3.4984  0.17
H: 2.0909 -1.0696 3.7707  0.50
H: 3.2161 -3.6727 1.7601  0.50
H: 2.5242 -3.6075 0.0989  0.41
H: 1.5178 -4.1329 1.4736  0.47
H: -1.6315 3.1611 -1.5642  0.46
H: -0.0146 2.4702 -1.7704  0.39
H: -0.4187 3.2726 -0.2469  0.50
H: -3.6194 2.0407 0.1618  0.57
H: -2.3637 2.7266 1.2160  0.45
H: -3.0383 1.1136 1.5635  0.14
H: -2.0605 1.0159 -2.6872  0.44
H: -3.5025 0.9569 -1.6544  0.48
H: -2.5518 -0.5209 -1.9171  0.20
C: 1.0578 0.9200 -4.1204  0.53
C: 0.5212 0.2544 -5.2394  -0.27
C: 1.0078 0.5206 -6.5455  -0.51
C: 2.0158 1.5078 -6.7736  -0.49
C: 2.4072 2.3114 -5.6609  -0.56
C: 1.9172 2.0364 -4.3757  -0.04
S: 0.7252 0.2990 -2.5554  0.23
H: 0.1025 -2.5558 1.0166  -0.18
H: -0.2767 -0.4751 -5.0959  0.48
H: 0.6497 -0.0122 -7.4394  0.43
H: 2.5285 1.6574 -7.7729  0.45
H: 3.1251 3.1555 -5.7835  0.43
H: 2.2107 2.6399 -3.5011  0.45
C: -1.9227 2.4630 4.2802  -1.34
S: -0.7758 1.3981 3.3643  0.77
C: 0.7624 1.8936 4.1621  -1.08
O: -1.1351 -0.0083 3.7745  -0.68
H: -1.7114 3.5131 4.0346  0.43
H: -1.7661 2.2651 5.3482  0.50
H: -2.9488 2.1831 4.0114  0.37
H: 0.6050 1.7825 5.2434  0.45
H: 1.5802 1.2592 3.7948  0.13
H: 0.9520 2.9462 3.9064  0.44

---

ORCA calculation (ωB97M-V/def2-TZVPD) on a structure of composition C19H44NOP2PtS.

Summary:
Kohn-Sham gap (spin up / spin down): 7.8 / 5.4 eV
LUMO (spin up / spin down): -8.87 / -13.22 eV
multiplicity: 5
<S²>: 6.02
net charge: +3

Last column: Mulliken charge in e.
Element x y z (Å)
Pt: 0.2398 0.0178 -0.5349  1.95
P: 0.0678 -2.2941 -0.8317  0.43
P: 0.0610 2.3450 -0.6070  0.42
N: 0.0466 0.1212 -2.6219  -0.10
C: 0.0832 -2.3632 -2.6807  -0.79
H: 0.6920 -3.2058 -3.0342  0.42
H: -0.9517 -2.5714 -2.9909  0.40
C: 0.5453 -1.0553 -3.3388  -1.24
H: 1.6483 -1.0406 -3.4736  0.35
H: 0.1640 -0.9957 -4.3782  0.58
C: 0.5417 1.3636 -3.2209  -1.24
H: 0.1582 1.4092 -4.2587  0.58
H: 1.6446 1.3658 -3.3596  0.34
C: 0.0829 2.6016 -2.4370  -0.78
H: -0.9501 2.8425 -2.7273  0.40
H: 0.6936 3.4754 -2.7006  0.42
C: 1.4641 3.3644 0.0573  0.50
C: 1.7343 3.1254 1.5469  -1.10
H: 2.6842 3.6056 1.8115  0.51
H: 1.8268 2.0674 1.8076  0.04
H: 0.9596 3.5580 2.1883  0.24
C: -1.5293 3.0806 -0.0344  0.34
C: -1.6060 3.2112 1.4877  -1.53
H: -2.6496 3.4465 1.7572  0.55
H: -0.9886 4.0331 1.8763  0.24
H: -1.3384 2.2820 2.0163  0.17
C: -1.5284 -3.0741 -0.3389  0.33
C: -1.6120 -3.3645 1.1598  -1.47
H: -2.6583 -3.6218 1.3997  0.53
H: -1.3398 -2.4949 1.7778  0.09
H: -0.9974 -4.2258 1.4622  0.26
C: 1.4710 -3.3796 -0.2890  0.52
C: 1.7516 -3.3034 1.2153  -1.10
H: 2.6815 -3.8456 1.4248  0.51
H: 0.9595 -3.7662 1.8124  0.23
H: 1.8880 -2.2811 1.5773  0.06
C: 2.0271 -0.0024 -0.1337  0.10
O: 3.1671 -0.0110 0.0767  -0.41
C: -1.8920 4.4131 -0.7091  -1.34
H: -1.2216 5.2298 -0.4013  0.24
H: -1.8893 4.3519 -1.8031  0.33
H: -2.9139 4.6755 -0.3994  0.46
C: -1.8935 -4.3343 -1.1377  -1.36
H: -2.9168 -4.6195 -0.8546  0.46
H: -1.8834 -4.1718 -2.2205  0.33
H: -1.2284 -5.1794 -0.9009  0.24
C: 1.3539 -4.8500 -0.7223  -1.55
H: 2.3408 -5.3114 -0.5852  0.46
H: 0.6364 -5.4137 -0.1101  0.32
H: 1.0901 -4.9561 -1.7790  0.36
C: 1.3537 4.8731 -0.2167  -1.57
H: 0.6331 5.3723 0.4467  0.32
H: 2.3412 5.3147 -0.0262  0.46
H: 1.0989 5.0900 -1.2585  0.36
H: 2.3462 2.9881 -0.4917  0.44
H: 2.3510 -2.9471 -0.7988  0.45
H: -2.2671 2.3199 -0.3349  0.39
H: -2.2599 -2.2853 -0.5634  0.39
H: -2.1729 0.0179 -1.6511  0.67
H: -1.7505 -0.0443 -0.9723  -0.54
C: -1.6202 -0.0134 4.0592  -1.17
S: -0.4408 -0.2930 2.7196  0.54
C: 1.0920 -0.2081 3.6873  -1.06
H: -2.6025 0.1568 3.6072  0.43
H: -1.3323 0.8699 4.6373  0.48
H: -1.6769 -0.8948 4.7064  0.45
H: 1.0474 0.6654 4.3562  0.52
H: 1.2110 -1.1366 4.2655  0.47
H: 1.9321 -0.0990 2.9878  0.25

---

ORCA calculation (ωB97M-V/def2-TZVPD) on a structure of composition C19H45F3N3O11SV.

Summary:
Kohn-Sham gap: 8.1 eV
LUMO: -0.28 eV
multiplicity: 1

Last column: Mulliken charge in e.
Element x y z (Å)
O: 0.4914 1.4754 1.5057  -0.48
V: -0.0684 0.0828 2.0321  1.27
O: -0.0043 -0.9738 0.8672  -0.17
C: 3.2495 -2.5474 1.6776  0.62
F: 4.1042 -3.5562 1.8867  -0.23
F: 3.8198 -1.6563 0.8520  -0.23
F: 2.1478 -3.0346 1.0741  -0.21
S: 2.7972 -1.7091 3.2521  1.14
O: 2.1566 -2.7302 4.0407  -0.73
O: 4.0051 -1.1573 3.7700  -0.65
O: 1.8484 -0.7054 2.7497  -0.91
C: -1.6656 0.0864 -3.4755  -0.89
O: -1.6715 -0.4425 -2.1717  -0.14
C: -1.5704 -1.8604 -2.1213  -0.36
C: -2.8236 -2.5947 -2.5378  -0.24
N: -2.6038 -4.0484 -2.3329  -0.38
C: -3.6927 -4.8449 -2.9297  -0.75
C: -4.9964 -4.7468 -2.1373  -0.51
O: -4.7057 -4.9428 -0.7742  -0.34
C: -5.8162 -4.7147 0.0644  -0.77
H: -2.4929 -0.2756 -4.0883  0.30
H: -0.7038 -0.1084 -3.9759  0.33
H: -1.6844 1.1718 -3.3709  0.27
H: -1.2927 -2.0743 -1.0874  -0.22
H: -0.7035 -2.1033 -2.7502  0.45
H: -3.0653 -2.3880 -3.5795  0.32
H: -3.6292 -2.2603 -1.8672  0.14
H: -2.8119 -4.1787 -1.3419  0.33
H: -3.3537 -5.8811 -2.8717  0.36
H: -3.9471 -4.5563 -3.9491  0.36
H: -5.7568 -5.4748 -2.4454  0.50
H: -5.4306 -3.7454 -2.3011  0.33
H: -6.2688 -3.7387 -0.1489  0.33
H: -5.4403 -4.7519 1.0851  0.24
H: -6.5940 -5.4800 -0.0481  0.28
C: -3.0967 0.3573 1.0421  -0.72
O: -2.1935 0.6778 2.0800  -0.17
C: -2.7359 1.4270 3.1325  -0.48
C: -1.5933 2.0363 3.9002  -0.96
N: -0.5503 1.0241 4.1730  -0.06
C: -1.0438 -0.0414 5.0710  -0.80
C: -0.4958 -1.3997 4.7198  -0.47
O: -0.7284 -1.6495 3.3208  0.49
C: -0.9121 -3.0119 2.9921  -0.84
H: -2.6267 -0.3081 0.3242  0.00
H: -3.4798 1.2563 0.5588  0.38
H: -3.9540 -0.1946 1.4560  0.36
H: -3.3928 0.8133 3.7574  0.41
H: -3.3653 2.2542 2.7838  0.44
H: -1.9727 2.4680 4.8337  0.39
H: -1.1312 2.8181 3.2997  0.40
H: 0.2385 1.4606 4.6366  0.31
H: -2.1368 -0.0841 5.0944  0.23
H: -0.8142 0.1483 6.1279  0.47
H: -0.8889 -2.1844 5.3641  0.51
H: 0.5933 -1.3821 4.8087  0.16
H: -0.0366 -3.5871 3.3072  0.31
H: -0.9761 -3.0734 1.9096  0.05
H: -1.8072 -3.4153 3.4717  0.34
C: 5.5736 8.2594 -2.1545  -0.71
O: 5.4411 7.0373 -2.8536  -0.28
C: 4.9838 5.9842 -2.0471  -0.36
C: 4.8731 4.7700 -2.9391  -0.71
N: 4.2107 3.6675 -2.2916  -0.21
C: 3.9588 2.5549 -3.2166  -0.69
C: 3.5199 1.3378 -2.4648  -0.60
O: 2.1367 1.4319 -2.2025  -0.36
C: 1.7168 0.4178 -1.3010  -0.49
H: 5.5773 9.0554 -2.8952  0.24
H: 6.5017 8.2627 -1.5777  0.27
H: 4.7023 8.4169 -1.5076  0.31
H: 4.0021 6.2372 -1.6174  0.33
H: 5.6916 5.7346 -1.2461  0.29
H: 5.9004 4.4973 -3.2087  0.24
H: 4.3862 5.0329 -3.8942  0.31
H: 3.3484 4.0059 -1.8794  0.19
H: 4.9085 2.3751 -3.7233  0.47
H: 3.2099 2.8567 -3.9639  0.34
H: 4.0668 1.2931 -1.5137  0.31
H: 3.7441 0.4141 -3.0208  0.40
H: 0.6327 0.3568 -1.2736  -0.02
H: 2.1256 0.6362 -0.3106  0.25
H: 2.0618 -0.5797 -1.6140  0.37

---

ORCA calculation (ωB97M-V/def2-TZVPD) on a structure of composition C19H46BCl2MoNP2.

Summary:
Kohn-Sham gap (spin up / spin down): 6.9 / 7.8 eV
LUMO (spin up / spin down): -1.53 / -1.09 eV
multiplicity: 3
<S²>: 2.02
ΔE to the lowest compared entry with this formula, charge and spin: 0.0 kJ/mol

Last column: Mulliken charge in e.
Element x y z (Å)
Mo: 0.2066 -0.0502 0.0516  -1.92
Cl: 0.5561 -0.0440 -2.3135  -0.38
P: -0.2925 -2.4484 -0.2250  0.80
C: 0.9473 -3.2758 -1.3599  0.89
C: -0.4401 -3.5412 1.2958  0.57
C: -1.8964 -2.6056 -1.1914  0.76
C: 2.3765 -2.7256 -1.2876  -1.40
H: 0.5329 -3.0359 -2.3574  0.53
C: 1.0019 -4.7933 -1.1708  -1.81
H: 1.5656 -5.0356 -0.2627  0.32
H: 1.5430 -5.2177 -2.0301  0.49
H: 0.0189 -5.2753 -1.1244  0.35
H: 2.4633 -1.7388 -1.7534  0.21
H: 3.0372 -3.4076 -1.8474  0.50
H: 2.7415 -2.6623 -0.2564  0.21
H: -1.6233 -2.0808 -2.1301  0.48
C: -3.0813 -1.8512 -0.5652  -1.49
C: -2.2433 -4.0670 -1.5159  -1.59
H: -1.5712 -4.4945 -2.2697  0.31
H: -3.2630 -4.1164 -1.9260  0.47
H: -2.2193 -4.6996 -0.6146  0.29
H: -2.7651 -1.0599 0.1284  0.19
H: -3.7582 -2.5386 -0.0418  0.38
H: -3.6515 -1.3612 -1.3700  0.40
C: 0.7778 -3.3946 2.2074  -1.52
H: -0.4839 -4.5746 0.9062  0.69
C: -1.7043 -3.2576 2.1135  -1.31
H: 1.7296 -3.6760 1.7427  0.28
H: 0.6421 -4.0466 3.0869  0.50
H: 0.8666 -2.3633 2.5636  0.17
H: -1.8134 -2.1744 2.2504  0.15
H: -1.5701 -3.7094 3.1089  0.47
H: -2.6154 -3.6740 1.6687  0.21
Cl: -0.8395 0.1064 2.1997  -0.48
H: -1.3040 0.2992 -0.2628  0.52
P: 0.4336 2.4218 -0.2023  0.80
C: -0.4514 3.1869 -1.6505  0.99
C: 0.0054 3.5119 1.2480  0.46
C: 2.2339 2.6540 -0.6495  1.05
C: -1.8191 2.5464 -1.9188  -1.38
H: 0.2282 2.9300 -2.4875  0.52
C: -0.5665 4.7158 -1.5491  -1.77
H: -1.3846 5.0074 -0.8782  0.30
H: -0.8018 5.1054 -2.5506  0.47
H: 0.3566 5.2079 -1.2194  0.36
H: -1.7158 1.5505 -2.3614  0.17
H: -2.3788 3.1784 -2.6241  0.48
H: -2.4106 2.4482 -0.9997  0.25
H: 2.2980 2.0910 -1.6012  0.58
C: 3.2072 2.0480 0.3670  -1.62
C: 2.6382 4.1139 -0.8970  -1.89
H: 2.2257 4.5434 -1.8099  0.31
H: 3.7370 4.1508 -0.9863  0.54
H: 2.3569 4.7331 -0.0310  0.36
H: 2.7361 1.5794 1.2345  0.16
H: 3.8985 2.8288 0.7230  0.44
H: 3.8344 1.2748 -0.1055  0.25
C: -1.4785 3.3441 1.6085  -1.20
H: 0.1712 4.5425 0.8844  0.54
C: 0.9195 3.2641 2.4503  -1.46
H: -2.1430 3.9003 0.9380  0.23
H: -1.6346 3.7153 2.6308  0.45
H: -1.7555 2.2838 1.5977  0.10
H: 0.8860 2.2094 2.7498  0.16
H: 0.5394 3.8698 3.2853  0.53
H: 1.9567 3.5671 2.2622  0.25
B: 3.9841 -1.2665 2.4432  0.59
C: 2.8024 -0.9296 1.6007  -0.50
N: 1.8606 -0.6181 0.9588  -0.50
H: 4.8412 -1.5481 1.6084  -0.06
H: 3.6507 -2.2134 3.1569  -0.10
H: 4.2219 -0.2267 3.0640  -0.11

---

Record-wise max |F| values, in eV Å⁻¹: 4.3; 7.2; 1.8; 3.9
Record-wise calculated total energy values, in eV: -74516.598; -56583.086; -92098.497; -68095.440